Molecular formula: CH5N2S
Method: DFT, ωB97M-V/def2-TZVPD

CARTESIAN COORDINATES (ANGSTROEM)
N -1.5286 0.2372 -0.0242
C -0.3474 -0.2172 -0.0418
N 0.7886 0.5338 0.0416
S 2.4337 -0.1230 0.1613
H -2.3238 -0.4584 -0.1107
H -1.6708 1.2813 -0.1249
H -0.2702 -1.4277 -0.2198
H 0.8162 1.4850 0.3359
H 2.1023 -1.3109 -0.0175

Values from the calculation:
* energy relative to the best compared isomer or geometry (same formula, charge and spin): 1.0210 eV
* multiplicity: 1
* E_tot: -14925.4449 eV
* molar mass: 77.132 g/mol
* structure (SMILES): N/C=[NH+]/S
* total charge: +1
* LUMO level: -0.1499 hartree
* E_HOMO: -13.840 eV
* HOMO-LUMO gap: 9.76 eV

Molecular formula: CH5N2S
Method: DFT, ωB97M-V/def2-TZVPD

CARTESIAN COORDINATES (ANGSTROEM)
N -1.2737 -0.3114 -0.0594
C 0.0211 0.1993 0.0876
N 1.0607 -0.5340 -0.0073
S 2.7040 -0.0549 0.0481
H -2.0586 0.4354 0.1982
H -1.7117 -1.2561 -0.1018
H -0.0703 1.3398 0.0717
H 1.0128 -1.5510 0.0821
H 2.3572 1.2616 0.4189

Values from the calculation:
* energy relative to the best compared isomer or geometry (same formula, charge and spin): 1.0561 eV
* multiplicity: 1
* E_tot: -14925.4097 eV
* molar mass: 77.132 g/mol
* structure (SMILES): N/C=[NH+]/S
* total charge: +1
* LUMO level: -0.1574 hartree
* E_HOMO: -14.100 eV
* HOMO-LUMO gap: 9.82 eV

Molecular formula: CH5N2S2
Method: DFT, ωB97M-V/def2-TZVPD

CARTESIAN COORDINATES (ANGSTROEM)
N -0.6532 0.9861 -0.8119
C -0.3030 -0.1227 -0.1813
N -0.9029 -1.2626 0.0961
S 1.6773 -0.6815 -0.0292
S 3.9286 0.1798 -0.0134
H 0.0619 1.6243 -0.8364
H -1.5604 1.3679 -0.6315
H -0.6795 -1.9302 0.7646
H -1.8898 -1.4347 -0.1604
H 3.7924 0.4815 1.2650

Values from the calculation:
* energy relative to the best compared isomer or geometry (same formula, charge and spin): 2.7174 eV
* multiplicity: 1
* E_tot: -25759.6821 eV
* molar mass: 109.199 g/mol
* structure (SMILES): NC(=[NH2+])SS
* total charge: +1
* LUMO level: -0.2332 hartree
* E_HOMO: -13.903 eV
* HOMO-LUMO gap: 7.56 eV

Molecular formula: CH5N3
Method: DFT, ωB97M-V/def2-TZVPD

CARTESIAN COORDINATES (ANGSTROEM)
N -0.7967 -0.9025 0.7422
C -0.0697 -0.1068 0.0702
N 0.5141 -0.5254 -1.1271
N 0.2127 1.2531 0.3141
H -1.0356 -0.5248 1.6540
H 0.2132 0.0594 -1.8963
H 0.3381 -1.4976 -1.3310
H 1.2004 1.4209 0.3620
H -0.4439 1.6576 0.9544

Values from the calculation:
* energy relative to the best compared isomer or geometry (same formula, charge and spin): 0.3912 eV
* multiplicity: 1
* E_tot: -5588.5850 eV
* molar mass: 59.072 g/mol
* structure (SMILES): N=C(N)N
* LUMO level: 0.0352 hartree
* E_HOMO: -9.363 eV
* HOMO-LUMO gap: 10.32 eV

Molecular formula: CH5N3O
Method: DFT, ωB97M-V/def2-TZVPD

CARTESIAN COORDINATES (ANGSTROEM)
N 0.8993 1.7095 1.0861
N 0.1770 0.7971 0.2528
C 0.6983 -0.3752 0.0221
N -0.1368 -1.1902 -0.8648
O -1.5191 -0.9471 -0.6765
H 0.1823 2.3786 1.3974
H 1.2857 1.1573 1.8881
H 1.6112 -0.8498 0.3600
H 0.0264 -2.2324 -0.7646
H -1.7186 0.1603 -0.9203

Values from the calculation:
* energy relative to the best compared isomer or geometry (same formula, charge and spin): 3.6290 eV
* multiplicity: 1
* E_tot: -7632.0085 eV
* molar mass: 75.071 g/mol
* structure (SMILES): N/N=C/NO
* LUMO level: 0.0402 hartree
* E_HOMO: -8.258 eV
* HOMO-LUMO gap: 9.35 eV

Molecular formula: CH5N3O2
Method: DFT, ωB97M-V/def2-TZVPD

CARTESIAN COORDINATES (ANGSTROEM)
C -0.7297 -0.6726 0.1677
N -0.8703 0.5629 -0.4983
N -0.8727 1.7357 -0.0072
N 2.3960 -0.2350 0.1338
O 1.9543 -1.3180 -0.2157
O 1.8055 0.8301 0.1725
H -0.5894 -0.6699 1.3251
H -1.5082 -1.4437 -0.0755
H 0.1743 -1.1609 -0.4877
H -0.7119 0.6777 -1.5031
H -1.0479 1.6937 0.9885

Values from the calculation:
* energy relative to the best compared isomer or geometry (same formula, charge and spin): 5.8847 eV
* multiplicity: 1
* E_tot: -9676.5857 eV
* molar mass: 91.070 g/mol
* LUMO level (alpha / beta): 0.0009 / -0.0714 hartree
* E_HOMO (alpha / beta): -8.732 / -6.835 eV
* HOMO-LUMO gap (alpha / beta): 8.76 / 4.89 eV

Molecular formula: CH5N3O2
Method: DFT, ωB97M-V/def2-TZVPD

CARTESIAN COORDINATES (ANGSTROEM)
N 0.5390 0.5190 -0.2191
C -0.0277 -0.3611 0.5461
N -1.3234 0.3067 -1.1472
O 1.8721 0.2192 1.2306
O 1.2807 0.0268 -1.2526
N -0.5388 -1.0504 1.3925
H 1.5116 0.8293 -1.7432
H 1.6973 1.0034 1.7717
H -1.5018 -0.6820 -1.3439
H -2.0394 0.6142 -0.4857
H -1.4697 -1.4252 1.2508

Values from the calculation:
* energy relative to the best compared isomer or geometry (same formula, charge and spin): 7.2824 eV
* multiplicity: 1
* E_tot: -9675.1879 eV
* molar mass: 91.070 g/mol
* LUMO level (alpha / beta): -0.0040 / 0.0003 hartree
* E_HOMO (alpha / beta): -8.870 / -8.873 eV
* HOMO-LUMO gap (alpha / beta): 8.76 / 8.88 eV

Molecular formula: CH5N3O2
Method: DFT, ωB97M-V/def2-TZVPD

CARTESIAN COORDINATES (ANGSTROEM)
N 1.4681 0.5288 -1.7496
N 0.6036 0.1221 -0.8241
N -0.5597 0.5797 -0.9192
O -1.3863 0.1971 0.0889
C -0.8326 -0.6684 1.1406
O -0.1020 0.0470 2.0652
H 1.1101 1.0379 -2.5533
H 2.2380 -0.1037 -1.8928
H -1.7481 -1.1083 1.5572
H -0.1781 -1.4521 0.7487
H -0.6131 0.8198 2.3384

Values from the calculation:
* energy relative to the best compared isomer or geometry (same formula, charge and spin): 2.3034 eV
* multiplicity: 1
* E_tot: -9680.1669 eV
* molar mass: 91.070 g/mol
* structure (SMILES): N/N=N/OCO
* LUMO level: 0.0394 hartree
* E_HOMO: -9.059 eV
* HOMO-LUMO gap: 10.13 eV

Molecular formula: CH5N3OS
Method: DFT, ωB97M-V/def2-TZVPD

CARTESIAN COORDINATES (ANGSTROEM)
H -0.8392 2.3144 -0.0621
N 0.1456 1.8028 -0.1080
C -0.0596 0.5975 -0.1106
N -1.3612 -0.0176 -0.4133
O -1.3681 -1.3344 0.0338
N 1.0049 -0.4282 -0.0704
S 2.7057 -0.3742 -0.2464
H -2.0791 0.4014 0.3123
H -1.9090 -1.9012 -0.5703
H 0.5614 -1.2678 0.2864
H 3.1986 0.2073 0.9486

Values from the calculation:
* energy relative to the best compared isomer or geometry (same formula, charge and spin): 2.3776 eV
* multiplicity: 1
* E_tot: -18468.0571 eV
* molar mass: 107.138 g/mol
* structure (SMILES): [H]/N=C(\NO)NS
* LUMO level: 0.0198 hartree
* E_HOMO: -9.219 eV
* HOMO-LUMO gap: 9.76 eV

Molecular formula: CH5N4
Method: DFT, ωB97M-V/def2-TZVPD

CARTESIAN COORDINATES (ANGSTROEM)
N 1.5076 -0.8167 0.4433
N 1.4167 0.3693 -0.5248
C 0.3390 -0.3111 -0.0851
N -1.0667 -0.9287 -0.4037
N -0.8613 0.2915 0.3949
H 2.0233 -0.5514 1.2970
H 2.0033 0.3347 -1.3393
H -1.4042 -0.4490 -1.3044
H -1.0475 0.2294 1.3893
H -1.1558 1.1621 0.0473

Values from the calculation:
* energy relative to the best compared isomer or geometry (same formula, charge and spin): 3.7948 eV
* multiplicity: 1
* E_tot: -7066.0422 eV
* molar mass: 73.079 g/mol
* structure (SMILES): N1NC12N[NH2+]2
* total charge: +1
* LUMO level: -0.1435 hartree
* E_HOMO: -15.074 eV
* HOMO-LUMO gap: 11.17 eV

Molecular formula: CH5NO
Method: DFT, ωB97M-V/def2-TZVPD

CARTESIAN COORDINATES (ANGSTROEM)
C 0.7811 -0.0551 1.0545
N 0.1806 0.6967 0.1676
H 0.4733 -0.0876 2.1117
H 1.6822 -0.6637 0.7565
H 0.5693 1.4241 0.9316
O -1.3636 -0.7593 -1.6218
H -1.3737 -0.3220 -2.4718
H -0.9493 -0.2331 -0.9283

Values from the calculation:
* energy relative to the best compared isomer or geometry (same formula, charge and spin): 3.0952 eV
* multiplicity: 1
* E_tot: -4652.2883 eV
* molar mass: 47.057 g/mol
* structure (SMILES): C=N.O
* LUMO level: 0.0016 hartree
* E_HOMO: -9.467 eV
* HOMO-LUMO gap: 9.51 eV

Molecular formula: CH5NO
Method: DFT, ωB97M-V/def2-TZVPD

CARTESIAN COORDINATES (ANGSTROEM)
C 1.9453 1.6577 -0.1356
N 1.0381 1.5570 0.7487
H 1.8766 1.1423 -1.0956
H 2.7587 2.3875 -0.0031
H 1.4563 1.4901 1.6795
O -2.7960 -2.4263 -0.3930
H -2.5246 -3.3458 -0.4452
H -3.7545 -2.4624 -0.3557

Values from the calculation:
* energy relative to the best compared isomer or geometry (same formula, charge and spin): 1.5123 eV
* multiplicity: 1
* E_tot: -4653.8711 eV
* molar mass: 47.057 g/mol
* structure (SMILES): C=N.O
* LUMO level: 0.0418 hartree
* E_HOMO: -9.236 eV
* HOMO-LUMO gap: 10.37 eV